[1]
40
Properties=species:S:1:pos:R:3:forces:R:3:mulliken_charge:R:1 method="wB97M-V/def2-TZVPD" lumo_ev=-1.50 relative_energy_ev=3.114 molar_mass_da=424.234 total_charge=0 orbital_gap_ev=7.737 homo_ha=-0.339 total_energy_ha=-1294.54576 smiles="C=CCC1=C(CCCI)C(=O)C=CC1=O.O=C1C=CC(=O)C=C1"
C -2.2230 -0.5121 2.1261 0.067 -2.841 -0.524 -0.55
C -2.0216 -1.8599 1.7540 0.109 2.496 0.346 -0.35
C -1.1866 -2.2079 0.4321 -1.162 0.143 0.072 -0.64
C 0.1209 -1.3128 0.3593 1.509 0.238 0.582 0.67
C 1.1607 -1.3374 1.3310 -1.445 -0.061 -0.682 0.38
C 1.1134 -2.3266 2.6045 0.269 0.752 -0.326 -0.60
C 1.1615 -3.8277 2.0421 0.393 0.035 0.042 -0.59
C 2.1018 -4.8198 2.8643 -0.295 0.438 0.104 -1.02
I 2.3514 -6.6076 1.5818 -0.096 0.603 0.723 -0.03
C 2.4370 -0.4027 1.2048 0.949 0.887 0.331 0.22
O 3.1780 -0.1038 2.1689 -2.380 -1.264 -2.778 -0.57
C 2.7580 0.1736 -0.2484 -2.637 -0.707 -0.752 -0.52
C 1.7302 0.1791 -1.2165 1.198 -0.181 1.622 -0.34
C 0.2420 -0.3397 -0.9051 -0.634 0.341 -0.472 0.09
O -0.7559 -0.0159 -1.6033 3.548 -1.136 2.349 -0.62
H -2.3165 -0.2900 3.2395 -0.740 -0.068 -1.831 0.25
H -2.3132 0.2788 1.3158 0.973 -0.791 1.387 0.21
H -2.4450 -2.6619 2.4330 1.311 0.826 -0.682 0.35
H -1.8890 -2.0129 -0.4585 1.372 -0.017 1.085 0.35
H -0.9411 -3.3287 0.3657 -0.219 1.781 0.277 0.30
H 2.0020 -2.0700 3.2878 -1.148 -0.477 -1.218 0.41
H 0.1830 -2.1394 3.2499 1.219 -0.235 -1.193 0.34
H 0.1036 -4.2574 2.0075 1.554 0.483 0.006 0.26
H 1.5699 -3.7595 0.9704 -0.682 -0.295 1.581 0.50
H 3.1636 -4.4330 3.0183 -1.601 -0.429 -0.223 0.43
H 1.6444 -5.1590 3.8616 0.754 0.486 -1.622 0.40
H 3.8021 0.5660 -0.4588 -1.568 -0.532 0.409 0.34
H 1.9625 0.5647 -2.2548 -0.640 -0.393 1.394 0.35
C -0.1357 5.0993 -3.2537 -0.104 0.232 -0.229 -0.33
C -1.2258 5.5686 -3.8614 0.332 0.014 0.041 -0.37
C -2.5641 5.0058 -3.5766 -0.383 0.105 -0.178 0.37
O -3.5590 5.4311 -4.1317 0.243 -0.078 0.120 -0.55
C -2.6449 3.9052 -2.5919 0.129 -0.180 0.194 -0.45
C -1.5532 3.4384 -1.9854 -0.513 -0.054 0.009 -0.18
C -0.2212 3.9994 -2.2696 0.142 -0.108 0.093 0.36
O 0.7647 3.5668 -1.7116 0.171 0.018 -0.008 -0.53
H 0.8522 5.4971 -3.4496 0.007 -0.027 0.029 0.41
H -1.1834 6.3739 -4.5841 -0.049 -0.016 0.005 0.40
H -3.6314 3.5048 -2.3950 -0.006 0.033 -0.036 0.41
H -1.5923 2.6330 -1.2626 0.055 -0.017 -0.048 0.44

---

[2]
38
Properties=species:S:1:pos:R:3:forces:R:3:mulliken_charge:R:1 method="wB97M-V/def2-TZVPD" lumo_ev=-2.72 relative_energy_ev=1.252 molar_mass_da=277.347 total_charge=+1 orbital_gap_ev=9.309 homo_ha=-0.442 total_energy_ha=-880.51649 smiles=c1ccc(-c2[nH]c[n+](C[C@@H]3CO3)c2-c2ccccc2)cc1
O 3.3844 2.4471 -2.4695 3.281 1.066 4.275 -0.41
C 0.2629 0.7095 1.3600 0.340 -2.667 -2.316 0.62
C 0.5716 0.0290 0.1733 -0.152 0.884 0.677 -0.34
C 2.2409 1.4491 0.6649 -0.565 -0.191 0.641 -0.23
C -2.9696 -0.1046 4.0049 -0.731 -2.565 -1.350 -0.58
C -1.7417 -2.4481 -2.4171 -2.077 -2.646 -0.507 -0.45
C -2.4266 -1.2085 3.2991 2.346 0.332 -0.654 -0.52
C -2.6304 1.1613 3.6257 0.958 2.312 -1.750 -0.44
C -2.2072 -1.2099 -2.1531 0.460 1.398 0.029 -0.63
C -0.7243 -2.9862 -1.6643 0.800 -1.938 0.646 -0.53
C -1.3011 -0.9508 2.4429 -1.497 1.651 1.314 -0.46
C -1.6469 1.5236 2.6430 -0.223 -5.067 1.752 -0.68
C -1.4495 -0.4293 -1.3144 0.526 2.372 1.330 -0.08
C -0.0028 -2.2736 -0.7408 1.196 1.221 0.353 -0.08
C -0.8852 0.3852 2.1687 -1.884 1.489 1.242 0.42
C -0.3278 -0.9213 -0.6086 0.727 0.906 -0.341 0.09
N 1.3103 1.5278 1.6297 0.795 1.956 0.795 -0.02
N 1.8488 0.5287 -0.1992 -0.854 0.074 -0.373 -0.04
C 3.3142 1.6958 -3.6037 0.426 -0.045 -1.541 -0.55
C 2.5874 0.2868 -1.4622 -0.272 -0.931 0.839 -0.79
C 2.4519 1.4683 -2.3594 -1.917 0.894 -2.651 0.26
H 3.1370 2.0539 0.6295 -0.082 -0.199 -0.138 0.50
H -3.8453 -0.3165 4.6199 0.424 0.431 0.210 0.36
H -2.4411 -3.0837 -3.0254 1.335 0.362 0.368 0.31
H -2.6478 -2.3052 3.3931 -0.302 1.470 0.368 0.34
H -3.2194 1.9788 3.9668 -0.405 0.467 0.649 0.38
H -3.0801 -0.8138 -2.6375 -0.173 0.109 -0.102 0.44
H -0.4813 -4.0475 -1.6218 -0.288 0.074 -0.849 0.37
H -0.7872 -1.7920 2.0570 0.566 -0.488 -0.505 0.51
H -1.4311 2.4914 2.2904 0.005 1.102 -0.069 0.55
H -1.7349 0.6526 -1.1823 0.371 -1.229 -0.025 0.32
H 0.8902 -2.6826 -0.1933 -1.219 0.201 -0.572 0.39
H 1.3707 2.2598 2.3709 -0.249 -1.198 -0.699 0.37
H 3.4635 2.4880 -4.3227 -2.412 -0.098 -1.565 0.29
H 4.0613 1.0055 -3.9907 0.506 -0.823 1.531 0.20
H 2.0142 -0.5440 -1.9126 0.856 0.057 0.054 0.34
H 3.6143 0.0427 -1.1133 -0.538 -0.063 -0.950 0.39
H 1.4580 1.9329 -2.3479 -0.078 -0.681 -0.115 0.38

---

[3]
42
Properties=species:S:1:pos:R:3:forces:R:3:mulliken_charge:R:1 method="wB97M-V/def2-TZVPD" lumo_ev="-3.44 / -5.90" molar_mass_da=426.414 total_charge=+1 orbital_gap_ev="7.472 / 5.280" spin_multiplicity=5 homo_ha="-0.401 / -0.411" total_energy_ha=-1201.18182 s_squared=6.07
Ru -0.1649 -0.1216 -0.1734 -0.045 0.134 0.015 0.71
O 1.6011 -1.5468 -0.3189 0.009 -0.008 -0.002 -0.77
C 1.4839 -2.7409 0.0406 -0.019 0.010 0.021 0.72
C 2.2095 -3.7654 -0.6720 -0.014 0.013 0.013 -0.48
C 2.0996 -5.0738 -0.3159 -0.025 -0.033 0.038 -0.52
C 1.3080 -5.4439 0.7907 0.030 -0.001 -0.034 -0.57
C 0.6323 -4.4808 1.5391 -0.018 0.023 0.010 -0.49
C 0.6679 -3.1501 1.1849 0.016 -0.009 -0.014 0.62
C 0.0197 -2.1758 2.0485 0.025 -0.004 -0.003 -0.23
N -0.3269 -0.9999 1.6930 -0.016 -0.018 -0.037 0.17
C -0.7445 -0.0100 2.6891 0.013 0.016 0.008 -0.74
C 0.1740 1.1985 2.5128 -0.019 0.009 -0.002 -0.70
N 0.2012 1.5432 1.0907 0.038 -0.055 0.017 -0.09
C 0.3371 2.7670 0.7138 0.006 0.022 -0.020 0.20
C 0.3515 3.2356 -0.6383 -0.007 -0.022 0.022 0.30
C 0.5869 4.6125 -0.8417 0.003 0.011 -0.005 -0.81
C 0.6236 5.1528 -2.0989 -0.005 -0.036 -0.018 -0.75
C 0.4142 4.3122 -3.2015 0.001 0.030 0.021 -0.39
C 0.1691 2.9697 -3.0393 -0.001 -0.006 -0.027 -0.60
C 0.1313 2.3985 -1.7587 0.025 -0.011 0.045 0.75
O -0.1339 1.1084 -1.6704 -0.053 -0.025 -0.030 -0.73
H 2.8110 -3.4416 -1.5100 -0.002 0.016 0.003 0.48
H 2.6241 -5.8358 -0.8759 -0.003 -0.007 0.007 0.42
H 1.2336 -6.4850 1.0727 0.002 -0.002 -0.004 0.43
H 0.0580 -4.7849 2.4054 0.004 -0.014 -0.003 0.43
H -0.1385 -2.4749 3.0853 0.010 -0.005 0.002 0.34
H -0.6752 -0.4120 3.7011 -0.003 -0.014 -0.005 0.42
H -1.7785 0.2725 2.4843 -0.005 -0.008 -0.006 0.22
H 1.1844 0.9335 2.8333 0.002 -0.006 0.003 0.24
H -0.1778 2.0336 3.1211 0.011 0.012 -0.006 0.44
H 0.4532 3.5314 1.4848 -0.005 -0.004 0.003 0.30
H 0.7441 5.2434 0.0254 0.000 -0.006 0.002 0.36
H 0.8095 6.2074 -2.2405 0.000 0.001 -0.004 0.42
H 0.4412 4.7257 -4.2014 0.002 0.002 0.001 0.40
H 0.0023 2.3203 -3.8880 0.002 0.001 0.001 0.46
C -3.2312 0.5009 -1.0861 -0.008 -0.008 -0.006 -0.46
O -2.9431 -0.9054 -1.1014 -0.002 -0.011 -0.005 -0.34
C -1.7155 -1.2946 -0.7925 0.045 0.022 -0.019 0.67
O -1.3810 -2.4536 -0.8473 0.008 -0.011 0.011 -0.50
H -4.3095 0.5801 -1.1730 -0.003 0.004 0.006 0.29
H -2.7462 0.9957 -1.9240 0.003 -0.002 -0.006 0.21
H -2.9055 0.9538 -0.1472 0.000 0.000 0.005 0.19

---

[4]
42
Properties=species:S:1:pos:R:3:forces:R:3:mulliken_charge:R:1 method="wB97M-V/def2-TZVPD" lumo_ev=-0.70 relative_energy_ev=3.938 molar_mass_da=343.335 total_charge=0 orbital_gap_ev=7.852 homo_ha=-0.314 total_energy_ha=-1202.23259 smiles="Cc1ccc(OCC(=O)OCC(=O)c2cccc([N+](=O)[O-])c2)cc1C"
C -3.8110 -0.1650 -0.4212 0.023 -0.074 -0.012 -1.97
C -2.4464 -0.7393 -0.1932 0.077 -0.035 -0.206 1.04
C -1.6264 -1.0338 -1.2706 -0.179 -0.079 0.177 -1.26
C -0.3613 -1.5768 -1.1091 0.325 -0.188 0.007 -0.33
C 0.0872 -1.8719 0.1692 -0.146 0.046 0.029 0.50
C -0.7225 -1.5673 1.2604 0.144 -0.045 -0.096 -0.69
C -1.9748 -1.0031 1.0981 0.152 -0.112 -0.073 1.45
C -2.8186 -0.7000 2.2985 0.061 -0.041 -0.059 -1.85
H -3.7719 -1.2224 2.2352 -0.114 0.012 0.064 0.37
H -2.3133 -1.0071 3.2100 -0.007 -0.002 0.091 0.40
H -3.0298 0.3671 2.3626 -0.070 0.098 0.055 0.34
H -0.3482 -1.8004 2.2452 0.044 -0.020 0.161 0.39
O 1.2758 -2.4875 0.4748 -0.162 -0.002 0.110 -0.49
C 2.1707 -2.7693 -0.5654 0.052 -0.043 -0.125 -0.77
C 2.9140 -1.5298 -1.0572 -0.239 -0.237 -0.211 0.91
O 3.2580 -1.3291 -2.1889 0.029 -0.076 -0.039 -0.62
O 3.1562 -0.7134 -0.0316 -0.001 0.152 0.465 -0.25
C 3.9140 0.4653 -0.2707 0.511 0.195 -0.277 -0.72
C 3.3020 1.6106 0.5235 -0.012 -0.439 -0.217 0.09
O 3.9726 2.3490 1.1974 0.062 -0.009 0.038 -0.56
C 1.8234 1.7359 0.4298 -0.504 0.307 0.197 0.88
C 1.1497 1.5852 -0.7756 -0.090 0.030 -0.022 -0.15
C -0.2177 1.8131 -0.8128 0.559 0.156 1.040 -0.27
C -0.9340 2.1364 0.3319 -0.002 -0.028 -0.328 -0.38
C -0.2621 2.2516 1.5347 0.124 0.013 -0.020 -0.70
C 1.1098 2.0762 1.5794 0.112 -0.043 -0.143 -0.72
H 1.6512 2.1977 2.5052 0.048 0.023 0.093 0.47
H -0.8033 2.4990 2.4344 -0.072 0.020 0.075 0.47
H -1.9968 2.3035 0.2539 -0.058 -0.013 0.018 0.55
N -0.9065 1.7403 -2.0814 -0.048 0.128 -0.276 1.15
O -2.0749 2.0574 -2.1035 -0.404 0.040 -0.064 -0.66
O -0.2687 1.3833 -3.0462 0.125 -0.165 -0.336 -0.64
H 1.6604 1.3396 -1.6949 0.045 -0.071 -0.041 0.48
H 3.9210 0.6898 -1.3457 0.011 0.023 0.191 0.42
H 4.9441 0.3031 0.0637 -0.197 0.080 -0.054 0.39
H 2.9174 -3.4452 -0.1336 -0.087 0.088 -0.132 0.37
H 1.6932 -3.2711 -1.4151 0.109 0.140 0.096 0.40
H 0.2418 -1.7617 -1.9839 0.093 -0.055 -0.098 0.41
H -1.9827 -0.8437 -2.2729 -0.025 0.081 -0.108 0.36
H -4.0176 0.6507 0.2685 -0.092 0.111 0.035 0.38
H -4.5732 -0.9291 -0.2666 -0.143 0.003 0.034 0.45
H -3.9011 0.2120 -1.4364 -0.053 0.029 -0.039 0.37